# C26H27N5O3S2V

A molecular structure, C26H27N5O3S2V (wB97M-V/def2-TZVPD, OMol25).

Positions of all 64 atoms, in Å:
V (0.415, -0.450, -0.346)
C (-2.215, 2.822, 1.309)
O (-1.400, 1.662, 1.357)
C (-0.495, 1.704, 2.442)
C (-0.046, 0.309, 2.771)
O (0.882, -0.259, 1.819)
C (2.247, -0.149, 2.287)
H (-2.791, 2.924, 2.233)
H (-2.906, 2.708, 0.475)
H (-1.615, 3.725, 1.157)
H (-0.995, 2.115, 3.328)
H (0.361, 2.351, 2.204)
H (-0.912, -0.350, 2.810)
H (0.444, 0.309, 3.743)
H (2.276, -0.420, 3.341)
H (2.612, 0.869, 2.143)
H (2.851, -0.840, 1.714)
S (4.707, 0.993, -0.859)
C (4.787, -0.712, -0.762)
C (3.556, -1.292, -0.657)
C (2.487, -0.347, -0.670)
C (2.990, 0.922, -0.795)
C (2.069, 2.024, -0.940)
C (2.408, 3.354, -1.184)
C (1.409, 4.268, -1.443)
C (0.083, 3.843, -1.471)
C (-0.178, 2.521, -1.187)
N (0.775, 1.631, -0.891)
H (5.749, -1.200, -0.784)
H (3.420, -2.361, -0.581)
H (3.450, 3.643, -1.195)
H (1.656, 5.302, -1.646)
H (-0.725, 4.520, -1.707)
H (-1.192, 2.142, -1.192)
O (1.135, -4.132, -2.212)
C (0.922, -3.257, -1.453)
N (0.702, -2.380, -0.670)
C (-1.068, -0.674, -4.843)
C (-0.757, -0.544, -3.430)
N (-0.524, -0.465, -2.313)
H (-0.936, -1.712, -5.143)
H (-0.398, -0.041, -5.422)
H (-2.099, -0.371, -5.019)
S (-5.483, -2.874, 2.191)
C (-3.978, -2.242, 1.484)
C (-3.994, -1.160, 0.612)
C (-2.794, -0.680, 0.130)
N (-1.613, -1.219, 0.440)
C (-1.602, -2.293, 1.236)
C (-2.754, -2.825, 1.786)
C (-5.924, -1.431, 3.144)
C (-6.928, -0.577, 2.714)
C (-7.211, 0.543, 3.486)
N (-6.572, 0.843, 4.612)
C (-5.626, 0.001, 5.022)
C (-5.268, -1.147, 4.333)
H (-4.926, -0.693, 0.324)
H (-2.773, 0.175, -0.535)
H (-0.633, -2.730, 1.435)
H (-2.697, -3.682, 2.443)
H (-7.479, -0.778, 1.806)
H (-7.990, 1.232, 3.178)
H (-5.132, 0.254, 5.954)
H (-4.500, -1.807, 4.715)

2S+1   3
⟨S²⟩   2.021
Total charge   +1
Gap between HOMO and LUMO (spin up / spin down)   7.73 / 7.90 eV
E_HOMO (spin up / spin down)   -0.3949 / -0.3980 Eh
Energy above the lowest of the compared OMol25 structures with the same formula, charge and spin   0.420 eV

# C2HBr2IO

A molecular structure, C2HBr2IO in a non-equilibrium geometry (wB97M-V/def2-TZVPD, OMol25).

Positions of all 7 atoms, in Å:
C (-0.835, 0.467, -0.112)
C (0.061, 1.728, -1.034)
O (-1.874, 0.749, 0.327)
Br (-1.201, 3.095, -1.105)
Br (1.587, 2.435, -0.020)
I (0.656, 1.129, -3.003)
H (-0.423, -0.541, 0.180)

Gap between HOMO and LUMO   9.39 eV
E_HOMO   -0.3622 Eh
Energy above the lowest of the compared OMol25 structures with the same formula, charge and spin   1.047 eV

# C6H10O

C6H10O in the gas phase in a non-equilibrium geometry (wB97M-V/def2-TZVPD, OMol25).

Positions of all 17 atoms, in Å:
C (2.167, -0.576, -0.330)
C (0.958, -0.117, 0.083)
C (-1.613, -0.326, 0.492)
C (-2.077, 0.532, -0.682)
C (-0.260, -0.869, 0.362)
C (0.841, 1.505, 0.352)
O (-0.263, -2.245, 0.202)
H (3.045, -0.059, -0.552)
H (2.278, -1.653, -0.528)
H (-1.680, 0.295, 1.413)
H (-2.280, -1.211, 0.672)
H (-1.736, 0.158, -1.585)
H (-2.258, 1.582, -0.676)
H (1.817, 1.794, 0.494)
H (0.349, 1.845, -0.624)
H (0.295, 1.778, 1.274)
H (0.416, -2.434, -0.366)

Gap between HOMO and LUMO (spin up / spin down)   8.64 / 7.32 eV
E_HOMO (spin up / spin down)   -0.3120 / -0.2607 Eh
Energy above the lowest of the compared OMol25 structures with the same formula, charge and spin   4.049 eV

What is the energy above the lowest of the compared OMol25 structures with the same formula, charge and spin in the first record? 0.420 eV

Which value of energy above the lowest of the compared OMol25 structures with the same formula, charge and spin does entry 3 give? 4.049 eV

Copy entry 2 word for word.
# C2HBr2IO

A molecular structure, C2HBr2IO in a non-equilibrium geometry (wB97M-V/def2-TZVPD, OMol25).

Positions of all 7 atoms, in Å:
C (-0.835, 0.467, -0.112)
C (0.061, 1.728, -1.034)
O (-1.874, 0.749, 0.327)
Br (-1.201, 3.095, -1.105)
Br (1.587, 2.435, -0.020)
I (0.656, 1.129, -3.003)
H (-0.423, -0.541, 0.180)

Gap between HOMO and LUMO   9.39 eV
E_HOMO   -0.3622 Eh
Energy above the lowest of the compared OMol25 structures with the same formula, charge and spin   1.047 eV